Molecular formula: C20H56O8
Method: DFT, ωB97M-V with the def2-TZVPD basis set

Summary:
Frontier orbital gap (alpha / beta), eV: 2.141 / 9.605
Spin multiplicity: 2
Charge: -1
⟨S²⟩: 0.750
HOMO energy (alpha / beta), eV: 0.184 / -7.326

```
84
Properties=species:S:1:pos:R:3:mulliken_charge:R:1
H -10.2178 15.9720 -12.0323 0.097
H -9.6227 14.0990 -11.3469 0.439
H -14.5165 13.3960 -11.5878 -0.300
H -15.2154 14.4239 -12.4520 -0.675
H -9.7346 14.3796 -9.5788 0.271
H -16.4475 16.6739 -7.8130 0.264
H -14.7673 18.0713 -9.9004 0.150
H -7.0271 16.7484 -11.8194 0.156
C -12.2170 13.3517 -14.8433 -0.931
O -4.2122 16.6259 -12.1216 -0.551
C -13.1335 13.9647 -15.9235 0.666
H -12.7554 14.9256 -16.2726 0.162
C -6.5078 15.9294 -12.3169 -1.230
H -4.8157 14.7851 -12.6050 0.169
C -12.4771 13.7194 -9.2899 -1.594
H -13.2472 19.3732 -7.9610 0.456
C -12.3345 17.9261 -6.4990 0.725
C -10.1373 13.8246 -10.4261 -1.314
C -10.8599 18.7336 -12.3480 -1.398
C -10.3566 8.9476 -11.6348 0.826
H -11.1850 18.6371 -13.3839 0.338
H -10.7466 16.6492 -7.2532 0.263
O -12.0291 15.2896 -11.0498 -0.931
O -13.0675 13.1773 -17.1286 -0.545
H -8.9395 8.3822 -10.0035 0.387
H -14.7707 14.3710 -14.5014 0.452
H -15.0886 13.0777 -15.6400 0.464
C -10.9807 17.2066 -6.3462 -1.425
C -16.1814 17.5491 -8.4058 -0.466
C -9.4009 17.9458 -10.5322 -1.017
H -10.4753 10.6338 -10.2849 0.237
H -12.2988 12.6712 -9.0497 0.402
H -11.7126 18.4461 -11.7329 0.096
H -10.9547 16.5678 -5.4634 0.465
C -15.2588 17.1689 -9.5368 -0.589
H -8.9411 18.8763 -10.1995 0.561
H -15.8342 16.6530 -10.3055 0.484
H -7.2365 15.1304 -12.1801 0.347
C -5.1246 15.5927 -11.9414 0.616
H -10.2999 17.7799 -9.9386 -0.017
H -13.9035 13.3481 -17.5684 0.305
H -12.9733 15.2305 -11.2125 0.060
C -5.0309 15.0413 -10.4527 -1.139
H -11.9752 13.1877 -11.2692 0.036
H -9.7081 10.9784 -11.8114 0.247
C -9.1101 8.3011 -11.0770 -1.494
H -12.1110 14.2435 -8.4071 0.048
C -9.6712 17.8761 -12.0047 0.552
H -10.2738 18.0296 -6.2412 0.418
H -11.4696 19.3531 -7.9337 0.443
H -9.1524 7.2141 -11.1451 0.381
H -14.8736 18.0274 -7.2718 0.272
H -5.8980 15.2297 -9.8195 0.219
C -12.3672 18.7432 -7.8316 -1.217
H -11.4196 10.7862 -11.7050 0.289
O -14.5002 14.3235 -11.8238 1.561
C -11.6898 14.0164 -10.6211 1.397
H -4.9537 13.9615 -10.3261 0.319
H -14.4842 16.5107 -9.1432 -0.092
H -11.2208 9.1497 -13.2138 0.301
H -10.5445 19.7565 -12.1421 0.451
H -9.8948 12.7667 -10.3255 0.151
O -9.7680 16.5979 -12.6046 -0.548
H -12.6291 12.5418 -14.2413 0.281
H -13.2352 16.3319 -5.8720 0.270
H -3.3862 16.2263 -11.8396 0.346
C -14.5885 14.0391 -15.5235 -1.991
H -12.4371 18.0584 -8.6767 0.021
H -6.4475 16.1589 -13.3808 0.372
C -10.4803 10.3688 -11.3422 -1.502
H -13.5304 13.9468 -9.4539 0.443
H -11.9748 14.1262 -14.1156 -0.008
H -4.2021 15.5270 -9.9377 0.354
O -15.6373 18.5113 -7.5943 -0.542
H -15.2290 14.5951 -16.2081 0.427
H -12.4123 18.7119 -5.7477 0.126
H -8.1950 8.4211 -11.6569 0.373
H -8.8193 18.3398 -12.5021 0.408
H -17.0396 17.9780 -8.9232 0.400
O -13.5083 17.0471 -6.4513 -0.518
H -11.3341 12.9628 -15.3507 0.415
H -8.6759 17.2337 -10.1380 0.206
H -11.2083 8.4956 -11.1264 0.083
O -10.3982 8.7087 -12.9892 -0.428
```

=====

Molecular formula: C20H56O8
Method: DFT, ωB97M-V with the def2-TZVPD basis set

Summary:
Frontier orbital gap, eV: 9.902
Energy above the lowest of the compared OMol25 structures with the same formula, charge and spin, kcal/mol: 35.2
SMILES: CC(C)O.CC(C)O.CC(C)O.CC(C)O.CCO.CCO.CCO.CCO
Spin multiplicity: 1
HOMO energy, eV: -9.365

```
84
Properties=species:S:1:pos:R:3:mulliken_charge:R:1
H -3.3098 -1.1488 4.1587 0.325
H 7.5147 1.4075 -0.5758 0.397
C 5.3957 1.3806 -0.3583 0.710
H -1.5175 -6.5550 -1.7383 0.356
H 1.8663 -2.0448 -1.5369 0.471
H 0.0192 -5.3186 -0.3829 0.261
H 6.7127 2.2285 -1.9129 0.334
C 4.1062 1.5812 -1.1539 -0.454
O -5.2775 -5.0585 -2.1066 -0.566
H -1.4061 2.3235 3.0577 0.152
C 6.6203 1.3876 -1.2276 -1.568
H 4.2344 2.2736 -1.9634 0.202
H 1.7459 -0.3335 -1.3674 -0.187
H -0.1078 3.3257 3.6906 0.345
H -1.3964 4.1143 2.6902 0.392
H -6.2593 -0.0198 2.0753 0.346
H -0.5532 2.4948 -0.4545 -0.220
H -4.9932 -0.7990 4.3492 0.414
H -4.2739 -2.9306 -0.4098 0.133
H 0.3892 2.0678 -3.8260 0.351
H -5.0000 1.2131 1.8182 0.385
H -2.4797 0.2016 1.9614 0.025
C -4.1319 -0.5874 3.7392 -1.477
H 4.8134 2.7928 4.4243 0.347
C -1.0660 2.7660 0.4187 -0.887
C -1.4141 -5.4833 -1.8944 -0.331
H 5.8479 1.4278 3.9841 0.339
H -0.5123 -0.3236 -2.2856 0.108
H -5.5634 -1.9453 -0.8050 0.233
H -6.2504 -5.2401 -2.0312 0.341
H 3.2759 1.9072 -0.4884 -0.040
H 0.5971 2.0116 -2.0532 -0.472
H -3.9614 0.4810 3.7916 0.344
H -6.1282 -3.2098 -2.7416 0.493
C 1.1012 2.3060 -3.0017 0.195
C 0.0573 -1.4533 -0.5413 0.487
C -0.8646 -1.2278 -1.7685 -0.889
H 5.5124 2.8096 2.8847 0.190
C 3.8376 1.4887 3.0511 -0.027
C -0.0993 2.8986 1.5284 0.909
C -0.0154 -5.1065 -1.4529 -0.728
C -5.3001 -3.0096 -0.7849 -0.482
H 2.1121 4.0525 -2.0299 0.213
O -2.4086 -4.8172 -1.1483 -0.397
H 2.3768 1.8571 1.7811 0.298
C -5.2194 0.1718 1.6323 -1.353
H -4.6057 -1.7898 2.0234 0.185
H 5.3611 0.3808 0.0789 0.189
O 5.6378 2.4254 0.5355 -0.610
H 2.0804 -1.2227 0.0381 0.406
O -0.1791 -0.5398 0.5479 -0.370
H 3.9786 0.5053 2.6372 0.240
H -1.9541 -1.1570 -1.4356 0.185
O 2.2344 4.2625 -4.1532 -0.561
H 4.7917 2.8274 0.8202 0.311
H 0.5337 3.7412 1.3548 0.274
O 0.6491 1.7258 1.6272 -0.541
C 1.5504 3.8388 -2.9847 -0.467
H 2.0010 1.6711 -2.9970 0.093
C -4.2630 -0.7574 2.2552 0.656
H 3.9022 0.5445 -1.5151 0.170
H -5.3027 0.0999 0.5614 0.334
H -0.1368 -2.4776 -0.2481 0.373
C 1.4999 -1.2818 -0.8850 -0.999
H -5.9530 -3.3919 -0.0509 0.434
H 0.6881 4.5079 -2.9580 0.385
H -1.0484 -0.8395 0.9190 0.219
H -3.2549 -5.0329 -1.5338 0.260
H 0.1877 -4.0513 -1.6722 -0.124
C 5.0997 2.0980 3.6343 -1.073
H -1.5792 -5.3367 -2.9611 0.328
O 3.1438 2.3600 2.0895 -0.494
C -0.8079 3.1802 2.8597 -1.358
H 3.1203 1.2685 3.9227 0.340
H -1.8714 2.0011 0.5973 0.064
O -2.9494 -0.5610 1.5836 -0.533
H 0.7353 -5.7285 -1.9388 0.424
H 6.5456 0.4697 -1.8246 0.365
H 0.2099 1.0724 1.0701 0.269
H -0.6116 -2.0096 -2.5099 0.411
H -1.5169 3.7336 0.2821 0.505
H 3.1934 4.0961 -4.0692 0.322
H -4.3906 -3.3478 -2.5748 0.206
C -5.3460 -3.6431 -2.1219 -0.841
```

=====

Molecular formula: C20H57BN3O6Sn
Method: DFT, ωB97M-V with the def2-TZVPD basis set

Summary:
Frontier orbital gap (alpha / beta), eV: 5.806 / 8.418
Spin multiplicity: 2
⟨S²⟩: 0.753
HOMO energy (alpha / beta), eV: -5.845 / -8.489

```
88
Properties=species:S:1:pos:R:3:mulliken_charge:R:1
H -2.2997 5.0316 -2.3467 0.068
H 1.6492 0.9742 -3.9670 -0.697
C -1.3996 -2.2783 -3.5689 -0.938
H 0.7988 6.5823 -0.9746 0.430
H 3.0003 -2.3389 -4.7346 0.300
H 0.6379 4.3110 -3.7249 -0.422
H -3.6027 2.7160 -2.1436 0.284
O 2.2989 0.4659 -4.4580 -0.689
H -2.4142 2.7479 -3.0306 -0.556
H -4.5492 4.8135 -7.3866 0.351
H -1.9553 -0.3526 0.0156 0.364
C -3.3827 5.1239 -2.4289 -1.210
O 0.5528 1.7560 -0.7468 -0.676
H -2.3184 4.8443 -4.8481 0.189
H 4.7423 3.9292 -0.8667 0.312
O -1.2178 2.5311 -7.8209 -0.124
H -0.1472 0.0962 -1.5916 -0.535
C -0.1977 0.4360 -8.5144 -0.655
H -0.0176 7.1004 -2.4559 0.344
N -0.9064 -0.4812 -7.5664 -0.130
H -3.5603 6.1728 -2.6664 0.401
H 1.7365 5.0742 -4.6590 0.263
H 4.9831 0.0201 -2.6607 0.422
H -3.7734 4.8695 -1.4436 0.396
H -1.3594 -1.0838 -8.2385 0.220
H -0.8241 1.9751 -9.7692 0.458
H -2.8155 4.9471 -7.3210 0.360
C -3.3882 4.6420 -4.8983 -0.842
H -1.9005 1.4134 -0.4182 0.207
H -0.2051 4.1515 -6.9001 0.178
H -3.8632 5.6124 -5.0429 0.484
H -0.9696 1.2508 -3.5670 -0.931
H 0.6093 -1.3740 0.4596 0.383
H -2.1678 1.0908 -9.0747 0.328
H -1.3232 0.8488 1.0845 0.423
H -1.2345 -3.1175 -6.2753 0.344
H -4.8696 3.9941 -3.3949 0.455
H 2.3015 6.6180 -2.9730 0.408
H 0.5606 2.6510 -6.8183 0.134
H 3.6748 0.9947 -2.1446 0.226
C 2.4337 4.6429 -2.0952 0.212
H -0.7534 2.5877 -2.5031 -0.161
H 3.3729 3.2882 0.0703 0.202
H -2.1809 -1.8526 -2.9393 0.211
H 0.3156 -2.8894 -5.3711 0.340
C 0.0362 3.2927 -7.5264 -0.652
C 4.0817 0.5083 -3.0312 -1.388
H 2.2131 -0.7668 -2.9475 -0.144
H 0.7329 0.7872 -8.0686 0.383
C -0.5205 -2.4001 -5.8707 -0.638
C -1.3760 0.5706 0.0320 -1.573
H 0.7021 3.6105 -8.3288 0.328
H 0.0892 2.2184 -1.4488 -0.625
O -3.8037 3.7653 -5.9895 -0.272
H 4.3778 -1.1330 -5.1069 0.398
C 0.4576 6.2558 -1.9570 -1.292
H 0.1770 -0.1578 -9.3481 0.410
H 4.4989 1.2908 -3.6650 0.322
H 0.6672 1.8724 -3.3542 -0.702
C -3.7928 4.1157 -3.5126 0.578
H -0.2987 5.5209 -1.6813 -0.007
H 1.0647 0.1469 1.2088 0.391
C 3.8840 4.1961 -0.2499 -0.649
B -0.3770 2.1386 -3.4091 4.725
C 0.1094 -1.2694 -6.7676 -0.635
H -3.6248 3.4956 -8.0789 0.146
H 4.3679 -2.0674 -3.8083 0.506
C 2.9842 -0.3560 -3.5992 1.256
C -3.6353 4.2303 -7.2737 -0.775
O 3.1313 5.1280 -0.9899 -0.407
H 1.9330 3.7423 -1.7399 -0.331
O -1.1342 -1.5634 -4.8601 -0.043
C 3.6387 -1.5193 -4.4050 -1.758
H -1.7456 -3.2950 -3.7550 0.409
Sn -2.6560 1.1203 -5.5508 0.780
C 0.9687 -0.3661 0.2519 -1.558
C -1.2007 1.5379 -8.8445 -0.832
H 1.8916 -0.3363 -0.3272 0.279
H 4.2661 4.7162 0.6285 0.255
H 3.2425 4.2162 -2.6885 0.334
H 0.7742 -1.7436 -7.4895 0.503
H 0.8535 -0.5935 -6.3464 0.215
N 1.0508 5.2097 -3.9299 -0.475
C -0.0214 0.4475 -0.5675 1.800
N -3.4182 2.7827 -3.1343 -0.350
C 1.6265 5.7890 -2.7602 0.364
H -0.4673 2.8770 -4.1906 -0.686
H -0.4158 -2.2806 -3.0995 0.282
```

=====

Molecular formula: C20H57BrN18NbO12
Method: DFT, ωB97M-V with the def2-TZVPD basis set

Summary:
Frontier orbital gap, eV: 7.392
Spin multiplicity: 1
Charge: -1
HOMO energy, eV: -5.310

```
109
Properties=species:S:1:pos:R:3:mulliken_charge:R:1
C 0.0686 -2.6502 1.6317 -1.152
H 0.9727 -4.4411 3.7841 0.515
N 7.4279 5.3667 -6.4763 -0.390
C -5.1523 4.3688 -2.6380 0.639
C 1.2751 -7.2801 4.9902 0.637
H 1.8502 2.7690 1.6781 0.230
H 2.8141 -7.8106 -5.1512 0.214
H -3.4549 -0.4011 3.9210 0.314
C 6.7888 4.7648 -5.4178 0.580
Nb -1.3531 -0.9247 1.8040 0.011
H 2.0937 5.3275 -0.9816 0.032
H -1.3231 6.5258 -0.5729 0.176
H 7.5607 6.3561 -6.5517 0.155
N 4.9573 4.2321 -1.9741 -0.580
N 4.3477 -5.0554 -1.1537 -0.340
H 2.6024 1.1984 1.9239 0.262
H 4.6677 -5.9816 -0.9512 0.130
O -3.9570 4.3627 -2.8650 -0.640
H -6.9649 5.3823 -2.9851 0.147
H -7.5751 -1.3041 3.7416 0.151
N 1.9183 -4.7203 -5.1017 -0.365
C 2.4404 1.9943 1.1986 -1.140
O -7.2237 -1.2150 0.5897 -0.687
C -3.3444 -2.0101 -0.5343 -0.817
H -8.2093 -3.3461 2.7308 0.143
H 5.8550 5.1958 -3.6595 0.309
H -0.4694 -3.5933 1.7621 0.550
C -3.2788 1.3280 1.1350 0.418
H 0.3528 -8.9254 5.9180 0.145
H 0.2478 6.1694 0.0345 0.207
O -4.3937 1.1697 0.6427 -0.542
H -6.7649 3.4589 -1.6818 0.147
H 4.7069 -5.3912 1.3541 0.159
H 1.4776 -4.6408 -5.9972 0.164
O 2.8567 3.3897 -2.2753 -0.627
H -1.5411 1.9852 0.0638 -0.099
H 2.5218 1.2075 -0.7976 0.344
H -0.1713 -3.1335 4.2020 0.353
N 2.4129 -6.9525 -5.4762 -0.411
C 0.2188 7.8091 -1.1765 0.658
H 1.0483 2.1758 -0.4433 0.287
H 6.4702 6.6034 -4.4762 0.173
H -3.1485 -3.0608 -0.7527 0.291
O -4.2777 -1.9020 0.5264 -0.365
C 1.7551 1.4432 -0.0649 -0.234
H -2.0148 -0.3312 -0.8743 0.488
H -5.2337 2.6938 -1.4604 0.187
H -4.2934 1.1019 3.5847 0.405
H -5.5517 6.0496 -3.7243 0.224
N 1.2870 -6.5748 6.1602 -0.317
H 1.9826 -6.9228 -6.3797 0.154
H -2.5111 -2.1307 2.5063 0.037
H 1.7365 -0.5657 0.6305 0.410
H -1.9547 2.9683 1.4692 0.335
H -2.9344 3.0793 -0.0073 0.375
Br 1.9675 -2.8336 5.4180 -0.304
C -0.4747 0.6243 4.1066 0.832
N -0.3759 1.7236 4.4811 -0.796
C -3.8713 0.2035 3.1221 -0.865
H 1.5506 -1.6094 2.8791 0.368
H 2.0883 -3.1267 2.2004 -0.517
H -6.9905 -0.0204 2.7401 0.262
N -0.6526 8.5777 -1.9034 -0.393
O 3.0026 -5.9360 -3.5349 -0.635
O 1.4134 8.0555 -1.1283 -0.637
O -0.6706 -0.5803 3.8186 -0.702
C -2.3644 2.4092 0.6317 -0.926
H 5.5581 4.9190 -1.5596 0.187
C 1.0074 0.1604 0.2638 -0.739
H 1.6681 -5.6448 6.1490 0.188
N 0.7266 -8.5393 5.0735 -0.409
H -3.8101 -1.6019 -1.4368 0.311
H 1.9449 -3.9194 -4.4968 0.227
H 7.7660 4.7685 -7.2049 0.230
H 0.6980 -9.0797 4.2308 0.222
H -1.2282 -1.8733 -0.7289 0.652
H 4.2054 -3.8025 1.8130 0.237
N -7.9862 -2.9469 1.8405 -0.432
H -4.6633 -0.3406 2.6175 0.033
O 6.6412 3.5584 -5.3557 -0.631
H 0.5607 -0.2336 -0.6537 0.150
H 5.3610 3.4577 -2.4738 0.241
N -0.3478 6.7513 -0.5228 -0.313
N 3.0865 5.2935 -1.0986 -0.189
N 6.3413 5.6108 -4.4432 -0.301
N -5.9785 5.3478 -3.1521 -0.393
N -7.3703 -0.9449 2.8301 -0.374
C 2.4800 -5.8724 -4.6350 0.621
N -2.7917 0.6001 2.2026 0.122
H -8.0726 -3.5065 1.0146 0.218
H 0.9307 -6.9396 7.0216 0.154
C 4.1270 -4.1055 -0.2006 0.700
H 4.1213 -4.8225 -2.1023 0.198
C 3.5828 4.2447 -1.8181 0.636
C 0.8417 -3.3713 3.8964 -0.757
C -2.0297 -1.2616 -0.3021 -0.732
H -5.0167 -1.3470 0.2569 0.211
N -5.7820 3.4357 -1.8697 -0.304
C 1.2264 -2.6215 2.6440 0.561
C -7.5110 -1.6706 1.6805 0.734
O 1.7160 -6.8413 3.9448 -0.614
O 3.7074 -2.9940 -0.4781 -0.636
O 0.0173 0.4296 1.2474 0.083
H 0.4785 -2.6816 0.6205 0.342
H -1.6339 8.3879 -1.9674 0.161
H -0.2688 9.3564 -2.4020 0.212
H 3.4253 2.3924 0.9524 0.306
H 3.6434 6.0271 -0.7058 0.125
N 4.3871 -4.4787 1.0953 -0.373
```